Density functional theory data (wB97M-V/def2-TZVPD) for C9H19IMnNO as an isolated structure.

The spin multiplicity is 6. Its energy above the lowest of the compared OMol25 structures with the same formula, charge and spin is 9.1 kcal per mole. The largest force on an atom comes out at 1.7 eV/A. As for the expectation value of S²: 8.76. As for the HOMO energy (spin up / spin down): -11.47 / -9.30 eV. The calculation puts the total energy at -52589.9266 eV. As for the total charge: +1.

Cartesian coordinates (Å):
Mn (-6.6715, -1.0483, 1.3100)
I (-4.7459, -0.8124, -0.5989)
C (0.1406, -0.5424, 2.0852)
C (0.3794, 0.6830, 1.1811)
C (1.8862, 0.7604, 0.8930)
C (2.4111, -0.2124, -0.1528)
C (1.5872, -0.1415, -1.4489)
C (0.0725, -0.2931, -1.2438)
N (-0.3406, 0.5207, -0.0800)
O (-1.6454, 0.6910, 0.0708)
C (-0.6463, 0.2833, -2.4671)
C (-0.3410, -1.7624, -1.0645)
C (-0.0363, 1.9625, 1.8917)
H (0.5858, -1.4395, 1.6536)
H (0.6235, -0.3826, 3.0441)
H (-0.9261, -0.7387, 2.2041)
H (2.1815, 1.7912, 0.6751)
H (2.4307, 0.5670, 1.8214)
H (3.4300, 0.0707, -0.4073)
H (2.3741, -1.2388, 0.2145)
H (1.8903, -0.9591, -2.1025)
H (1.7587, 0.8049, -1.9637)
H (-0.3572, 1.2948, -2.7291)
H (-1.7230, 0.1258, -2.3637)
H (-0.4133, -0.3636, -3.3169)
H (0.2406, -2.2417, -0.2793)
H (-0.2615, -2.2773, -2.0157)
H (-1.3841, -1.8670, -0.7337)
H (0.4837, 2.0148, 2.8446)
H (0.2013, 2.8397, 1.2880)
H (-1.1065, 2.0241, 2.0903)
H (-2.0786, -0.1131, -0.2995)

Atomic partial charges in e from the Mulliken method, atoms 1 to 8: 0.5095, -0.3327, -1.5695, 1.2988, -1.1164, -0.6795, -1.0933, 0.6181

***

Density functional theory data (wB97M-V/def2-TZVPD) for a single C9H19ISi molecule.

The spin multiplicity is 3. Its energy above the lowest of the compared OMol25 structures with the same formula, charge and spin is 0.0 kcal per mole. The largest force on an atom comes out at 4.1 eV/A. As for the expectation value of S²: 2.01. As for the HOMO energy (spin up / spin down): -6.69 / -9.39 eV. The calculation puts the total energy at -25614.8356 eV.

Cartesian coordinates (Å):
C (1.9742, 0.0441, 0.5416)
C (1.7646, -1.2692, -0.2401)
C (1.3119, 1.2098, -0.1544)
C (0.4970, -1.9823, 0.2306)
C (-0.2080, 1.2996, 0.1490)
C (-0.7791, -1.4341, -0.1480)
C (-1.0837, 1.9898, -0.9164)
C (-0.4738, 1.9002, 1.4718)
C (-0.9600, -1.5811, -1.6031)
Si (-2.2960, -1.2489, 0.9252)
I (-4.0894, 0.1384, -0.0613)
H (1.6721, -0.2406, 1.4810)
H (2.9656, 0.3821, 0.5790)
H (1.6388, -1.1426, -1.2588)
H (2.6581, -2.0611, -0.0504)
H (1.5213, 2.2524, 0.1498)
H (1.6768, 1.1083, -1.2501)
H (0.6525, -2.9324, -0.1953)
H (0.4867, -2.0595, 1.2596)
H (-2.1157, 2.3530, -0.5915)
H (-1.1888, 1.2912, -1.7261)
H (-0.7026, 2.9644, -1.3327)
H (-1.4829, 1.7653, 1.6765)
H (-0.2561, 2.9288, 1.5164)
H (0.0543, 1.3312, 2.1871)
H (-1.2123, -2.5785, -1.7108)
H (-0.0136, -1.4568, -2.1729)
H (-1.5997, -0.7914, -2.1519)
H (-2.3659, -0.7005, 2.3972)
H (-2.8070, -2.6716, 0.9454)

Atomic partial charges in e from the Mulliken method, atoms 1 to 8: -1.0398, -0.5336, -0.6776, -1.2668, 1.0560, 0.8065, -1.4101, -1.8335

***

Density functional theory data (wB97M-V/def2-TZVPD) for a 2-piece molecular cluster, C9H19NOSi2 overall.

Its energy above the lowest of the compared OMol25 structures with the same formula, charge and spin is 72.9 kcal per mole. The largest force on an atom comes out at 5.3 eV/A. As for the HOMO energy: -8.28 eV. The calculation puts the total energy at -28933.0276 eV.

Cartesian coordinates (Å):
C (2.9666, -0.4523, 3.8288)
C (3.7814, -0.7028, 2.6865)
C (1.6748, -0.6105, 3.4919)
C (2.9416, -1.0890, 1.6823)
C (0.6202, 0.6559, -2.9184)
C (-2.3243, 1.8637, -2.2710)
C (-0.0633, 2.8484, -0.6319)
C (-1.3924, -1.5762, 2.2909)
C (0.5592, -2.4770, -0.4301)
N (1.5814, -1.1849, 2.1703)
O (-0.8579, 0.0577, -0.5652)
Si (-0.6677, 1.2255, -1.5720)
Si (0.2070, -1.4762, 1.2378)
H (3.2099, -0.1786, 4.8187)
H (4.8316, -0.5000, 2.4692)
H (0.9166, -0.4109, 4.1695)
H (3.1500, -1.3299, 0.7446)
H (0.2824, 0.8707, -3.9905)
H (1.6408, 1.2662, -2.8577)
H (0.6701, -0.3651, -2.9438)
H (-2.9259, 0.9701, -2.4510)
H (-2.8386, 2.4494, -1.6463)
H (-2.3212, 2.3575, -3.3070)
H (0.2158, 3.7261, -1.2032)
H (-1.0071, 3.1070, -0.0564)
H (0.7719, 2.7929, -0.0719)
H (-1.1278, -1.2335, 3.2265)
H (-2.2910, -1.0468, 1.7714)
H (-1.5462, -2.6260, 2.2630)
H (0.7071, -3.5238, -0.0344)
H (-0.1068, -2.2793, -1.2041)
H (1.5433, -2.1322, -0.8612)

Atomic partial charges in e from the Mulliken method, atoms 1 to 8: -0.4341, -0.5669, -0.4122, -0.4980, -1.1649, -1.1827, -1.2778, -0.9580

***

Density functional theory data (wB97M-V/def2-TZVPD) for an isolated ion of composition C9H19O3 and charge +1.

Its energy above the lowest of the compared OMol25 structures with the same formula, charge and spin is 61.7 kcal per mole. The largest force on an atom comes out at 4.2 eV/A. As for the HOMO energy (spin up / spin down): -13.07 / -13.07 eV. The calculation puts the total energy at -15765.8441 eV. As for the total charge: +1.

Cartesian coordinates (Å):
C (-4.9541, -1.6525, 0.1731)
C (-3.9229, -0.8060, -0.5112)
C (-2.6013, -0.7514, 0.2663)
C (-1.4190, -0.0741, -0.4329)
C (-0.2481, 0.2598, 0.5786)
C (0.9212, 0.8612, -0.3615)
C (2.1273, 1.2034, 0.4961)
C (3.3712, 1.7682, -0.1759)
C (4.5389, 0.8578, 0.1583)
O (2.6945, -2.0058, -0.3182)
O (4.2769, -0.3931, -0.3834)
O (3.4221, -1.2889, 0.3750)
H (-4.9947, -2.7234, -0.0658)
H (-4.7064, -1.6010, 1.1968)
H (-5.9439, -1.3168, -0.0997)
H (-4.2260, 0.2551, -0.4845)
H (-3.8223, -1.0720, -1.6282)
H (-2.2215, -1.8400, 0.2213)
H (-2.6539, -0.2631, 1.2492)
H (-1.5578, 0.8610, -0.9910)
H (-1.0758, -0.7428, -1.2235)
H (-0.4959, 0.9631, 1.3198)
H (0.1000, -0.7269, 0.9307)
H (1.1509, -0.0404, -0.9172)
H (0.6678, 1.6922, -1.1211)
H (2.5001, 0.0765, 0.9229)
H (1.8073, 1.7412, 1.3662)
H (3.2784, 1.8994, -1.2360)
H (3.7356, 2.8236, 0.1325)
H (5.3886, 1.2070, -0.5965)
H (4.8629, 0.8286, 1.1597)

Atomic partial charges in e from the Mulliken method, atoms 1 to 8: -1.2335, -0.3143, -0.5786, -0.9305, -0.4492, -0.8164, -0.4402, -0.5541

***

Density functional theory data (wB97M-V/def2-TZVPD) for a 2-piece molecular cluster, C9H20BNO5 overall.

Its energy above the lowest of the compared OMol25 structures with the same formula, charge and spin is 51.8 kcal per mole. The largest force on an atom comes out at 1.0 eV/A. As for the HOMO energy: -9.17 eV. As for the SMILES: COB(O)[C@H]1CCC(=O)N1.COCCOC. The calculation puts the total energy at -22062.3607 eV.

Cartesian coordinates (Å):
C (0.6314, 0.6895, 2.6044)
O (1.1566, -0.5992, 2.9086)
B (0.5592, -1.6927, 2.3688)
O (1.3828, -2.7508, 2.0035)
C (-1.0203, -1.8517, 2.1540)
C (-1.8246, -1.4138, 3.4192)
C (-2.9418, -0.5293, 2.8569)
C (-2.5106, -0.1379, 1.4605)
O (-2.9761, 0.7653, 0.7865)
N (-1.5121, -1.0107, 1.0683)
H (-0.2568, 0.9071, 3.1947)
H (0.3683, 0.7927, 1.5580)
H (1.3816, 1.4313, 2.8460)
H (1.1466, -3.5342, 2.5004)
H (-1.2091, -2.9068, 1.9561)
H (-1.1649, -0.8513, 4.0689)
H (-2.2605, -2.2526, 3.9408)
H (-3.2288, 0.3196, 3.4582)
H (-3.7895, -1.1833, 2.6601)
H (-1.5569, -1.3938, 0.1407)
C (1.5872, -0.4698, -1.8640)
O (0.3929, -0.0276, -2.4822)
C (0.0684, 1.3228, -2.1898)
C (0.4851, 2.2649, -3.2970)
O (1.8917, 2.3050, -3.4701)
C (2.3565, 1.4933, -4.5329)
H (1.9003, -1.3875, -2.3590)
H (2.3909, 0.2647, -1.9450)
H (1.4073, -0.6875, -0.8041)
H (0.5252, 1.6284, -1.2431)
H (-1.0173, 1.3780, -2.0705)
H (0.1613, 3.2762, -3.0335)
H (-0.0082, 1.9869, -4.2336)
H (2.1768, 1.9809, -5.4971)
H (1.8783, 0.5114, -4.5315)
H (3.4292, 1.3624, -4.4012)

Atomic partial charges in e from the Mulliken method, atoms 1 to 8: -0.4476, -0.5868, 0.5764, -0.5525, -0.2912, -0.7193, -0.5083, 0.2268

***

Density functional theory data (wB97M-V/def2-TZVPD) for a 3-piece molecular cluster, C9H20Br2IN2O8P2 overall.

The largest force on an atom comes out at 10.2 eV/A. As for the HOMO energy: -11.69 eV. The calculation puts the total energy at -195761.9597 eV. As for the total charge: +1.

Cartesian coordinates (Å):
Br (-0.1063, 1.4912, -7.0602)
C (0.8907, 0.9402, -5.4165)
C (2.4911, 0.8310, -5.0756)
N (2.5629, 0.3971, -3.6286)
I (4.2787, 0.0958, -2.5277)
C (1.2049, 0.1872, -2.9959)
N (0.2353, 0.5366, -4.1033)
Br (-1.6089, 0.4746, -3.7602)
H (3.3480, 1.0985, -5.8363)
H (0.9826, -0.1314, -1.8851)
C (5.2125, 0.8285, 5.4283)
O (5.4411, 0.7353, 4.0342)
P (4.0414, 1.0918, 3.0821)
O (4.7480, 0.4847, 1.8648)
O (4.3833, 2.7046, 3.1919)
C (5.6992, 3.1611, 2.9225)
O (2.6416, 1.4484, 2.1300)
C (2.7924, 2.1990, 0.9357)
H (6.1578, 0.6656, 5.9508)
H (4.8288, 1.8182, 5.6889)
H (4.4957, 0.0615, 5.7344)
H (6.2602, 2.4685, 2.2897)
H (6.2276, 3.3049, 3.8685)
H (5.6366, 4.1256, 2.4108)
H (3.5400, 1.7613, 0.2700)
H (3.0524, 3.2353, 1.1642)
H (1.8329, 2.1987, 0.4128)
C (-6.3183, -4.0595, 1.2596)
O (-5.1883, -3.2763, 0.9218)
P (-4.9777, -3.0719, -0.7831)
O (-3.5553, -2.5650, -0.5193)
O (-6.0443, -1.8103, -0.7589)
C (-5.8993, -0.7897, 0.2157)
O (-4.7671, -2.8676, -2.4881)
C (-4.3475, -1.6069, -2.9852)
H (-6.4225, -4.0750, 2.3469)
H (-7.2250, -3.6337, 0.8222)
H (-6.1776, -5.0816, 0.8973)
H (-4.8789, -0.7229, 0.6019)
H (-6.5920, -0.9817, 1.0392)
H (-6.1612, 0.1691, -0.2405)
H (-3.4340, -1.2590, -2.4971)
H (-5.1418, -0.8655, -2.8701)
H (-4.1395, -1.7165, -4.0524)

Atomic partial charges in e from the Mulliken method, atoms 1 to 8: 0.0045, 0.1096, -0.1271, -0.2127, 0.4136, -0.0435, -0.0899, 0.2137